# C24H31F2N3O

An isolated molecule of C24H31F2N3O (the ωB97M-V functional and the def2-TZVPD basis, OMol25).

HOMO-LUMO gap: 9.0 eV
total energy: -1372.37763 Eh
energy above the lowest of the compared OMol25 structures with the same formula, charge and spin: 0.0 kcal/mol
SMILES: CN(C)CCN(C[C@H]1CCCN(Cc2ccccc2F)C1)C(=O)c1ccc(F)cc1
LUMO: 0.7 eV

The geometry in ORCA input format:
```
! wB97M-V def2-TZVPD RIJCOSX def2/J DEFGRID3
* xyz 0 1
C -3.7895 -2.2619 -1.3316
N -4.0144 -2.2273 0.0971
C -4.9152 -1.1668 0.4891
H -4.5652 -0.1617 0.2106
H -5.8777 -1.3355 0.0059
H -5.0609 -1.2017 1.5677
C -2.8274 -2.3384 0.9096
H -2.2832 -3.2244 0.5753
C -1.8655 -1.1258 0.9746
N -1.1522 -0.8476 -0.2521
C -1.2747 0.2976 -0.9662
O -0.6923 0.4791 -2.0220
C -2.1829 1.3633 -0.4276
C -1.8367 2.0980 0.7022
C -2.6376 3.1412 1.1304
C -3.7841 3.4381 0.4157
C -4.1401 2.7375 -0.7220
C -3.3249 1.7028 -1.1453
H -3.5718 1.1566 -2.0434
H -5.0336 3.0064 -1.2626
F -4.5756 4.4470 0.8374
H -2.3807 3.7228 2.0013
H -0.9297 1.8684 1.2392
C -0.1981 -1.8337 -0.7215
H -0.6775 -2.8139 -0.7814
C 1.0652 -1.9326 0.1435
C 2.0880 -2.8432 -0.5352
C 3.3749 -2.8661 0.2814
C 3.8930 -1.4431 0.4715
N 2.8861 -0.6650 1.1646
C 1.6823 -0.5510 0.3634
H 0.9764 0.0837 0.9029
H 1.8762 -0.0867 -0.6193
C 3.3566 0.6124 1.6787
C 3.6318 1.6434 0.6101
C 2.6543 2.5515 0.2202
C 2.8348 3.4487 -0.8140
C 4.0400 3.4486 -1.4936
C 5.0417 2.5684 -1.1209
C 4.8370 1.6778 -0.0814
H 5.6263 0.9997 0.2084
H 5.9870 2.5745 -1.6424
H 4.1963 4.1390 -2.3080
H 2.0366 4.1254 -1.0745
F 1.4775 2.5804 0.8925
H 4.2664 0.4219 2.2541
H 2.5889 0.9884 2.3616
H 4.7994 -1.4591 1.0824
H 4.1435 -1.0125 -0.5145
H 4.1331 -3.4694 -0.2204
H 3.1786 -3.3027 1.2620
H 1.6850 -3.8529 -0.6383
H 2.3004 -2.4603 -1.5363
H 0.8188 -2.3575 1.1220
H 0.0836 -1.5230 -1.7311
H -1.1386 -1.3256 1.7698
H -2.4398 -0.2433 1.2555
H -3.1585 -2.5242 1.9367
H -3.1693 -3.1229 -1.5758
H -4.7528 -2.3836 -1.8274
H -3.3091 -1.3588 -1.7289
*
```

# C3H11N2

A structure of composition C3H11N2 at a distorted geometry (the ωB97M-V functional and the def2-TZVPD basis, OMol25).

HOMO-LUMO gap: 5.2 eV
total energy: -229.93818 Eh
energy above the lowest of the compared OMol25 structures with the same formula, charge and spin: 153.2 kcal/mol
LUMO: -8.2 eV

The geometry in ORCA input format:
```
! wB97M-V def2-TZVPD RIJCOSX def2/J DEFGRID3
* xyz 1 1
C 2.8497 -0.3548 -0.6776
C -0.7898 0.4493 1.0562
C -1.5833 0.0268 -0.1177
N -2.9548 0.4741 -0.0461
N 1.5171 -0.6553 -0.2288
H 2.9200 0.6976 -1.0385
H 3.1590 -1.1446 -1.3654
H -0.6634 -0.1531 1.8993
H -0.5900 1.5331 1.1530
H -1.5555 -1.0895 -0.1754
H -1.0875 0.4208 -1.0502
H -3.6560 0.4121 -0.7536
H -3.0708 1.3170 0.5360
H 0.4346 -0.0486 0.3146
H 1.4976 -1.5285 0.3034
H 3.5730 -0.3562 0.1910
*
```

# C5H8O2

A cluster of 2 separate species, C5H8O2 in total at a distorted geometry (the ωB97M-V functional and the def2-TZVPD basis, OMol25).

HOMO-LUMO gap: 9.7 eV
total energy: -345.69247 Eh
energy above the lowest of the compared OMol25 structures with the same formula, charge and spin: 70.6 kcal/mol
SMILES: C/C=C/O.C=C=O
LUMO: 0.9 eV

The geometry in ORCA input format:
```
! wB97M-V def2-TZVPD RIJCOSX def2/J DEFGRID3
* xyz 0 1
C 0.8665 2.6238 -0.9891
C 1.8767 1.9888 -0.5007
C -1.4505 -0.3433 0.3404
C -0.7318 -1.3905 0.0147
C 0.4698 -1.6485 0.8262
O 0.0222 3.2174 -1.4278
O -2.6854 -0.0023 -0.1169
H 2.7946 1.8020 -0.9002
H 1.4172 1.2267 0.1349
H -1.0930 0.5419 0.8376
H -0.9652 -2.1672 -0.6416
H 1.1390 -2.1888 0.1034
H 0.3965 -2.3032 1.7534
H 0.8888 -0.6464 1.1938
H -2.9456 -0.7103 -0.6281
*
```

The lowest HOMO-LUMO gap belongs to which entry? C3H11N2

What did the first record say?
# C24H31F2N3O

An isolated molecule of C24H31F2N3O (the ωB97M-V functional and the def2-TZVPD basis, OMol25).

HOMO-LUMO gap: 9.0 eV
total energy: -1372.37763 Eh
energy above the lowest of the compared OMol25 structures with the same formula, charge and spin: 0.0 kcal/mol
SMILES: CN(C)CCN(C[C@H]1CCCN(Cc2ccccc2F)C1)C(=O)c1ccc(F)cc1
LUMO: 0.7 eV

The geometry in ORCA input format:
```
! wB97M-V def2-TZVPD RIJCOSX def2/J DEFGRID3
* xyz 0 1
C -3.7895 -2.2619 -1.3316
N -4.0144 -2.2273 0.0971
C -4.9152 -1.1668 0.4891
H -4.5652 -0.1617 0.2106
H -5.8777 -1.3355 0.0059
H -5.0609 -1.2017 1.5677
C -2.8274 -2.3384 0.9096
H -2.2832 -3.2244 0.5753
C -1.8655 -1.1258 0.9746
N -1.1522 -0.8476 -0.2521
C -1.2747 0.2976 -0.9662
O -0.6923 0.4791 -2.0220
C -2.1829 1.3633 -0.4276
C -1.8367 2.0980 0.7022
C -2.6376 3.1412 1.1304
C -3.7841 3.4381 0.4157
C -4.1401 2.7375 -0.7220
C -3.3249 1.7028 -1.1453
H -3.5718 1.1566 -2.0434
H -5.0336 3.0064 -1.2626
F -4.5756 4.4470 0.8374
H -2.3807 3.7228 2.0013
H -0.9297 1.8684 1.2392
C -0.1981 -1.8337 -0.7215
H -0.6775 -2.8139 -0.7814
C 1.0652 -1.9326 0.1435
C 2.0880 -2.8432 -0.5352
C 3.3749 -2.8661 0.2814
C 3.8930 -1.4431 0.4715
N 2.8861 -0.6650 1.1646
C 1.6823 -0.5510 0.3634
H 0.9764 0.0837 0.9029
H 1.8762 -0.0867 -0.6193
C 3.3566 0.6124 1.6787
C 3.6318 1.6434 0.6101
C 2.6543 2.5515 0.2202
C 2.8348 3.4487 -0.8140
C 4.0400 3.4486 -1.4936
C 5.0417 2.5684 -1.1209
C 4.8370 1.6778 -0.0814
H 5.6263 0.9997 0.2084
H 5.9870 2.5745 -1.6424
H 4.1963 4.1390 -2.3080
H 2.0366 4.1254 -1.0745
F 1.4775 2.5804 0.8925
H 4.2664 0.4219 2.2541
H 2.5889 0.9884 2.3616
H 4.7994 -1.4591 1.0824
H 4.1435 -1.0125 -0.5145
H 4.1331 -3.4694 -0.2204
H 3.1786 -3.3027 1.2620
H 1.6850 -3.8529 -0.6383
H 2.3004 -2.4603 -1.5363
H 0.8188 -2.3575 1.1220
H 0.0836 -1.5230 -1.7311
H -1.1386 -1.3256 1.7698
H -2.4398 -0.2433 1.2555
H -3.1585 -2.5242 1.9367
H -3.1693 -3.1229 -1.5758
H -4.7528 -2.3836 -1.8274
H -3.3091 -1.3588 -1.7289
*
```

Which of these has the lowest HOMO-LUMO gap? C3H11N2